A structure of composition C23H34CaCl2N3O3 at a distorted geometry, computed with ωB97M-V with the def2-TZVPD basis set.

```
! wB97M-V def2-TZVPD RIJCOSX def2/J DEFGRID3
* xyz -1 1
O -0.0712 0.3961 -1.7589
C -0.0345 0.4737 -3.0085
C 0.4396 1.6574 -3.7134
C 0.8664 2.8142 -3.0162
H 0.5804 2.9481 -1.9659
C 1.6470 3.7582 -3.6731
H 2.0903 4.5753 -3.1056
C 1.8655 3.6677 -5.0558
H 2.4844 4.4082 -5.5636
C 1.2895 2.6193 -5.7835
H 1.4171 2.5630 -6.8675
C 0.5689 1.6268 -5.1221
H 0.1098 0.7954 -5.6645
H -0.1987 -0.4289 -3.6283
C -3.0178 1.4115 -3.7869
C -2.7269 -0.0699 -3.6611
H -4.0925 1.5706 -3.9611
H -2.4633 1.8555 -4.6171
H -2.7450 1.9351 -2.8630
C -2.9795 -0.7917 -2.5492
C -3.5480 -0.2332 -1.2879
H -2.7643 -1.8554 -2.5430
H -4.5063 0.2808 -1.4583
H -2.8809 0.4799 -0.7772
H -3.7323 -1.0655 -0.5952
Ca 0.2230 0.7593 0.3575
Cl -0.8219 3.1434 0.2463
Cl -2.3337 -0.8739 -5.1288
C -2.0951 0.9407 2.6318
O -1.2054 0.2154 2.1252
N -2.9150 0.5323 3.5974
C -2.7019 -0.7419 4.2805
C -3.9931 1.3819 4.0879
H -2.2472 1.9797 2.2868
H -2.0439 -1.3733 3.6780
H -3.6753 -1.2200 4.4306
H -2.2582 -0.5750 5.2718
H -4.1631 2.1891 3.3659
H -3.7458 1.8233 5.0631
H -4.9069 0.7893 4.2061
H -0.0435 -4.8488 1.3734
H 1.9834 -5.3412 -0.5123
C -0.4416 -4.2383 0.5510
C 1.3843 -4.6467 -1.1137
N 0.6410 -3.7162 -0.2760
H -1.0178 -3.4062 0.9609
C 0.9789 -2.4243 -0.2545
O 0.3678 -1.5559 0.4107
H 2.0500 -4.0552 -1.7483
H 1.8624 -2.1751 -0.8715
H -1.0846 -4.8741 -0.0705
H 0.6890 -5.2223 -1.7404
C 5.2680 -0.2607 4.8537
C 4.2183 0.0580 3.8255
C 4.4110 1.0400 2.8464
C 3.3902 1.2923 1.9248
N 2.2132 0.6337 1.9416
C 2.0433 -0.3319 2.8678
C 3.0101 -0.6439 3.8216
H 5.6971 -1.2633 4.7126
H 6.0831 0.4685 4.8111
H 4.8356 -0.2341 5.8620
H 5.3358 1.6166 2.7982
H 3.5176 2.0603 1.1513
H 1.0903 -0.8700 2.8504
H 2.8031 -1.4240 4.5513
*
```

Largest force on an atom   2.99 eV/Å
Highest occupied orbital energy (alpha / beta)   -1.988 / -0.467 eV
Frontier orbital gap (alpha / beta)   4.117 / 2.615 eV

A structure of composition C23H34IIrN2O2S3Si2Te at a distorted geometry, computed with ωB97M-V with the def2-TZVPD basis set.

```
! wB97M-V def2-TZVPD RIJCOSX def2/J DEFGRID3
* xyz 1 2
Ir -0.1166 0.7507 0.6355
C 3.6507 -1.3334 -1.5086
C 3.8073 -0.0036 -0.8456
N 5.0185 0.4430 -0.6402
C 5.2491 1.6179 -0.0357
C 4.2366 2.4318 0.3961
C 4.5715 3.7580 1.0407
O 3.9740 3.9268 2.3193
C 2.8977 2.0274 0.1556
C 1.8502 2.9033 0.5304
N 0.5622 2.7429 0.3214
C -0.2818 3.8525 0.4842
C 0.1880 5.1513 0.2319
C -0.6163 6.2612 0.3934
C -1.9371 6.1220 0.7964
C -2.4479 4.8525 1.0039
C -1.6293 3.7516 0.8264
I -2.4985 1.8412 1.1418
C 2.6529 0.7721 -0.4765
O 1.4589 0.3047 -0.7090
H 4.6371 -1.7120 -1.7599
H 3.0609 -1.2316 -2.4183
H 3.1449 -2.0393 -0.8492
H 6.2876 1.9070 0.0732
H 4.1845 4.5685 0.4182
H 5.6561 3.8647 1.0960
H 4.4764 3.4384 2.9779
H 2.1619 3.7921 1.0759
H 1.2023 5.2766 -0.1234
H -0.2059 7.2415 0.1935
H -2.5673 6.9876 0.9421
H -3.4818 4.7186 1.2923
S 2.9039 -1.3370 4.1511
C 1.9526 -0.9462 2.8371
S 1.0653 0.5005 2.7606
S 2.1647 -2.1347 1.6767
C -1.8557 -4.0354 -2.8350
Si -1.3214 -2.3559 -3.5096
C 0.5509 -2.3112 -3.6910
C -2.2309 -1.9081 -5.0900
C -1.6563 -1.0133 -2.1726
Te -0.7856 -1.6592 -0.3225
C -2.7125 -1.9645 0.5593
Si -2.7737 -2.8039 2.2862
C -2.2784 -1.5746 3.6219
C -1.5746 -4.2483 2.1749
C -4.5784 -3.3069 2.4579
H -1.5041 -4.8357 -3.4882
H -2.9419 -4.1244 -2.7702
H -1.4369 -4.2131 -1.8422
H 0.9329 -3.0655 -4.3799
H 0.9981 -2.4968 -2.7138
H 0.8879 -1.3346 -4.0447
H -1.8984 -2.5648 -5.8966
H -2.0363 -0.8800 -5.3977
H -3.3093 -2.0353 -4.9861
H -2.7156 -0.8328 -1.9929
H -1.1770 -0.0787 -2.4715
H -3.2562 -2.5915 -0.1515
H -3.2056 -0.9921 0.5833
H -1.3319 -1.0832 3.3921
H -2.1553 -2.0841 4.5797
H -3.0376 -0.8006 3.7594
H -0.5460 -3.8892 2.1489
H -1.7499 -4.8352 1.2697
H -1.6603 -4.9230 3.0283
H -5.2338 -2.4414 2.3409
H -4.7776 -3.7384 3.4407
H -4.8616 -4.0467 1.7076
*
```

Largest force on an atom   2.70 eV/Å
Highest occupied orbital energy (alpha / beta)   -10.892 / -11.016 eV
Expectation value of S²   0.7598
Frontier orbital gap (alpha / beta)   6.048 / 6.094 eV

A cluster of 3 separate species, C23H35BF5N4O9 in total at a distorted geometry, computed with ωB97M-V with the def2-TZVPD basis set.

```
! wB97M-V def2-TZVPD RIJCOSX def2/J DEFGRID3
* xyz 1 1
C 4.0871 4.8025 -2.3629
C 3.0123 4.3408 -1.9897
N 1.9396 3.8101 -1.1897
N 0.9298 4.6477 -0.9775
N 0.0345 4.0050 -0.1972
C 0.6046 2.7164 0.0492
O 0.0058 1.7838 0.8377
B -0.7949 2.5204 1.8498
O -0.1143 2.8977 3.0453
O -2.1642 2.8179 1.6471
N 1.8698 2.5757 -0.6313
C 2.8362 1.4585 -0.6695
F 3.5088 1.3566 -1.9159
F 3.8314 1.7642 0.2882
C 2.1748 0.0384 -0.4282
C 0.8859 -0.4263 -1.0632
C 0.4080 -1.8264 -0.7367
C 1.1733 -2.7742 0.1735
C 2.4815 -2.3110 0.7864
C 3.3918 -3.2145 1.7152
F 4.1470 -4.0633 0.8639
F 2.6190 -4.0606 2.5030
F 4.3036 -2.4440 2.4321
C 2.9345 -0.9024 0.4761
H 5.1617 5.0552 -2.6160
H 0.5199 2.1502 3.1847
H -2.2882 3.7607 1.4057
H 0.3498 0.2863 -1.7540
H -0.5580 -2.2325 -1.1698
H 0.8477 -3.8273 0.4124
H 3.9135 -0.5539 0.9312
C -2.5477 -4.8093 6.4147
O -2.0531 -3.4955 6.2281
C -2.0336 -2.7394 7.4351
C -0.8973 -1.7279 7.4204
O 0.3944 -2.3008 7.6245
C 0.9285 -3.0715 6.5487
C 1.3368 -2.2420 5.3393
O 0.1873 -1.8498 4.5874
C 0.3541 -0.6049 3.9469
H -3.6118 -4.7856 6.6632
H -2.4100 -5.3564 5.4809
H -1.9843 -5.3270 7.1980
H -1.9179 -3.3982 8.3007
H -2.9926 -2.2148 7.5105
H -1.0474 -1.0477 8.2638
H -0.9158 -1.1128 6.5191
H 0.2539 -3.8841 6.2760
H 1.8320 -3.5398 6.9508
H 1.9683 -2.8445 4.6763
H 1.9010 -1.3651 5.6740
H 0.6242 0.1729 4.6704
H -0.5957 -0.3305 3.4864
H 1.1215 -0.6772 3.1665
C -0.4443 2.7454 -3.8557
O -1.2951 1.9204 -4.6184
C -2.6040 2.4696 -4.7715
C -3.2177 2.0433 -6.0968
O -2.6787 2.7188 -7.2311
C -1.3494 2.3635 -7.6152
C -1.2334 0.9704 -8.2174
O -1.2853 -0.0228 -7.1960
C -1.8733 -1.2313 -7.6396
H -0.7740 2.7868 -2.8108
H 0.5630 2.3223 -3.8977
H -0.4065 3.7523 -4.2849
H -2.5709 3.5623 -4.7248
H -3.2166 2.0946 -3.9443
H -4.2766 2.3166 -6.0747
H -3.1796 0.9610 -6.2300
H -0.6507 2.5098 -6.7903
H -1.0712 3.0850 -8.3892
H -0.2656 0.8680 -8.7226
H -2.0366 0.8218 -8.9462
H -2.8710 -1.0510 -8.0518
H -1.9719 -1.8957 -6.7823
H -1.2372 -1.7106 -8.3902
*
```

Largest force on an atom   4.79 eV/Å
Highest occupied orbital energy   -10.850 eV
Frontier orbital gap   5.344 eV

A structure of composition C23H35Ba2N3O8RbS2 at a distorted geometry, computed with ωB97M-V with the def2-TZVPD basis set.

```
! wB97M-V def2-TZVPD RIJCOSX def2/J DEFGRID3
* xyz 3 1
Rb -5.7725 -0.7324 -2.0691
Ba -3.0755 -2.5841 -7.4019
Ba -5.1602 2.7215 -7.1005
O 0.4758 -1.4775 -5.7448
C 0.2404 -0.7337 -4.5379
C -0.7183 0.5056 -4.4117
O -2.1517 0.2696 -4.5922
H 1.2136 -0.3742 -4.2036
H 0.1395 -1.5503 -3.8229
H -0.3519 1.2211 -5.1479
H -0.4778 0.9627 -3.4519
O -4.2133 5.4330 -3.7468
S -3.8051 6.2259 -2.5872
O -3.5810 7.7092 -2.7409
O -5.0247 6.1744 -1.4150
C -5.7879 4.9750 -1.2497
C -5.7546 4.3560 0.1632
C -2.3469 5.4285 -1.7931
H -5.6417 4.2989 -2.0921
H -6.7937 5.3361 -1.4643
H -4.9414 3.6421 0.2937
H -6.6141 3.7408 0.4294
H -5.6633 5.1708 0.8814
H -2.8778 4.7565 -1.1187
H -1.9381 6.2287 -1.1762
H -1.5481 5.1435 -2.4777
O 0.0610 -7.7343 2.8848
S 1.1575 -6.8509 3.2023
O 2.4572 -7.3236 3.6421
O 1.2484 -5.6945 2.0668
C 0.0514 -5.4472 1.4350
C 0.4406 -4.3157 0.3408
C 0.5382 -5.7973 4.6186
H -0.6718 -4.9592 2.0884
H -0.4826 -6.2418 0.9138
H 0.9877 -3.4447 0.7014
H -0.5344 -3.9893 -0.0209
H 1.1000 -4.5794 -0.4862
H 1.1219 -4.9349 4.9402
H 0.6821 -6.4825 5.4540
H -0.5211 -5.5585 4.5235
N 2.9258 4.4152 -1.0433
C 2.9964 5.2014 0.0512
C 3.2463 4.7377 1.3613
C 3.6001 3.3812 1.4976
C 3.5507 2.5302 0.4134
C 3.2636 3.0898 -0.8149
H 2.7268 6.2242 -0.1668
H 3.3450 5.4499 2.1672
H 3.9960 3.1054 2.4638
H 3.8110 1.4889 0.5335
H 3.3049 2.4405 -1.6769
N 5.5805 -4.1491 -1.7969
C 5.1368 -3.1876 -0.9717
C 5.4585 -3.2140 0.3468
C 6.2706 -4.2567 0.8774
C 6.6568 -5.2630 0.0002
C 6.4073 -5.0991 -1.3429
H 4.5888 -2.3895 -1.4504
H 5.0454 -2.4642 1.0053
H 6.3868 -4.3227 1.9491
H 7.2230 -6.0694 0.4424
H 6.7436 -5.8300 -2.0634
N -2.6851 -0.4418 2.2878
C -1.6786 0.4921 2.0198
C -1.5083 1.6375 2.7514
C -2.3582 1.9821 3.7805
C -3.3656 1.0082 4.1124
C -3.5939 -0.1072 3.3059
H -1.1224 0.3013 1.1138
H -0.9091 2.4761 2.4290
H -2.2463 2.9513 4.2437
H -3.9626 1.2925 4.9663
H -4.3005 -0.9049 3.4812
*
```

Largest force on an atom   4.99 eV/Å
Highest occupied orbital energy   -13.007 eV
Frontier orbital gap   2.253 eV